(1)
Density functional theory data (ωB97M-V/def2-TZVPD) for 2 unconnected molecules or ions with the total composition C2H3N2O2 at a distorted geometry.

```
9
Properties=species:S:1:pos:R:3:forces:R:3
C 3.32167 0.32525 0.07447 1.283 -1.242 0.146
C 1.83704 2.19656 0.01390 2.536 -5.116 0.621
N 3.79228 -0.73193 -0.01813 -0.090 0.615 0.432
N 2.43726 1.21106 0.00896 -2.283 3.680 0.065
O 0.86862 -1.01422 0.06508 -1.206 -0.100 -3.278
O 4.42712 -1.67628 0.01708 0.879 -1.925 -0.280
H 0.60164 -1.30701 0.92636 -0.815 -0.602 0.352
H 1.45761 3.04360 -0.30530 -2.218 4.078 -1.011
H 0.19594 -1.29834 -0.68817 1.914 0.611 2.953
```
Forces are in eV/Å.

Properties
**HOMO-LUMO gap (spin up / spin down)**: 9.2 / 9.2 eV
**Total charge**: +1
**Relative energy (zero: lowest compared OMol25 entry of this formula, charge and spin)**: 6.197 eV
**2S+1**: 1
**HOMO energy (spin up / spin down)**: -0.570 / -0.570 Ha
**Largest force on an atom**: 5.74 eV Å⁻¹

---

(2)
Density functional theory data (ωB97M-V/def2-TZVPD) for a gas-phase ion, C2H3N2O2 (charge +1) at a distorted geometry.

```
9
Properties=species:S:1:pos:R:3:forces:R:3
C 0.12481 0.82751 0.31460 -1.477 0.125 1.018
C -1.28616 0.32035 -0.15573 0.165 0.993 -0.023
N 0.86480 -1.43327 0.23500 0.738 -1.656 0.923
N 0.94835 -0.25374 0.17604 -0.061 0.063 0.642
O 1.17524 0.76411 -0.68077 1.101 0.309 -1.782
O -1.41462 -0.84287 -0.33029 -0.697 -0.205 -0.349
H 0.21358 1.56662 1.10455 0.223 -0.051 0.002
H -2.04819 1.09765 -0.28702 -0.172 -0.114 -0.008
H 1.42219 -2.04637 -0.37637 0.181 0.537 -0.422
```
Forces are in eV/Å.

Properties
**HOMO-LUMO gap**: 9.3 eV
**Total charge**: +1
**Relative energy (zero: lowest compared OMol25 entry of this formula, charge and spin)**: 6.348 eV
**2S+1**: 1
**HOMO energy**: -0.591 Ha
**Structure (SMILES)**: [H]/N=[N+]1\O[C@H]1C=O
**Largest force on an atom**: 2.12 eV Å⁻¹

---

(3)
Density functional theory data (ωB97M-V/def2-TZVPD) for 2 unconnected molecules or ions with the total composition C2H3N2O2 at a distorted geometry.

```
9
Properties=species:S:1:pos:R:3:forces:R:3
C -0.76654 -2.44627 -0.61553 2.240 0.380 0.677
C 1.26194 -0.05358 0.55156 0.995 -0.948 8.387
N 0.02225 -2.00991 -1.43053 -0.201 0.203 -0.727
N 0.94349 0.29426 -0.54492 -1.353 0.899 -4.667
O -1.06737 -2.70852 0.46200 -1.849 -0.657 0.816
O 0.64449 0.67970 -1.58878 -0.409 0.921 -2.090
H 0.78756 -0.79496 1.23108 -0.036 -0.705 -1.188
H 1.78511 0.64047 1.22404 0.903 0.170 -0.407
H 0.01309 -2.04401 -2.42052 -0.291 -0.264 -0.801
```
Forces are in eV/Å.

Properties
**HOMO-LUMO gap (spin up / spin down)**: 9.7 / 5.0 eV
**Total charge**: +1
**Relative energy (zero: lowest compared OMol25 entry of this formula, charge and spin)**: 2.704 eV
**2S+1**: 3
**⟨S²⟩**: 2.01
**HOMO energy (spin up / spin down)**: -0.566 / -0.565 Ha
**Largest force on an atom**: 8.50 eV Å⁻¹

---

(4)
Density functional theory data (ωB97M-V/def2-TZVPD) for a single C2H3N2OP molecule at a distorted geometry.

```
9
Properties=species:S:1:pos:R:3:forces:R:3
C -1.71181 -0.61646 -0.23016 -2.213 -0.778 0.298
C 0.24264 0.15999 0.00835 -0.014 -0.510 -0.522
N -1.90487 0.57263 0.16154 1.415 1.644 -0.405
N -0.53904 1.13982 0.23042 -1.570 -0.616 0.653
O -0.46734 -1.00114 -0.30647 2.332 -0.236 -0.325
P 2.05464 0.20104 -0.36043 -1.338 3.177 -2.381
H -2.49976 -1.34954 -0.47474 0.635 0.515 0.310
H 2.51356 -0.53388 0.58171 1.081 -2.429 2.952
H 2.31198 1.42753 0.38977 -0.327 -0.767 -0.581
```
Forces are in eV/Å.

Properties
**HOMO-LUMO gap**: 10.8 eV
**Total charge**: 0
**Relative energy (zero: lowest compared OMol25 entry of this formula, charge and spin)**: 1.469 eV
**2S+1**: 1
**HOMO energy**: -0.369 Ha
**Structure (SMILES)**: Pc1nnco1
**Largest force on an atom**: 4.19 eV Å⁻¹